Density functional theory data (ωB97M-V/def2-TZVPD) for a single C4H6N2O2 molecule.

```
14
Properties=species:S:1:pos:R:3:nbo_charge:R:1
C 0.25 1.22 -1.12 0.057
N 0.51 1.70 0.08 -0.101
O 1.08 0.75 0.99 -0.429
C 0.00 0.31 1.89 0.180
O -1.23 -0.07 1.28 -0.434
N -1.13 -1.43 0.66 -0.106
C -0.46 -1.34 -0.50 0.100
C 0.23 -0.24 -1.37 -0.545
H 0.10 1.93 -1.84 0.207
H 0.68 -0.56 2.36 0.182
H -0.33 1.07 2.61 0.188
H -0.38 -2.31 -0.75 0.191
H -0.44 -0.40 -2.41 0.244
H 1.13 -0.65 -1.85 0.266
```

The relative energy (zero: lowest compared OMol25 entry of this formula, charge and spin) is 647.1 kJ/mol. The spin multiplicity is 1. As for the HOMO energy: -0.359 Eh. The value obtained for the maximum force is 6.5 eV/Å.